Formula: C6H9NSSi
Source: the Open Molecules 2025 dataset
Level of theory: wB97M-V/def2-TZVPD

For the energy above the lowest of the compared OMol25 structures with the same formula, charge and spin, the calculation gives 0.00 kJ/mol. The SMILES is [H]/N=C1\C=CC=CC1.[SiH2]=S.

Cartesian coordinates (Å):
H  -1.757  1.165  1.741
N  -2.006  0.905  0.718
C  -1.265  0.023  0.235
C  -0.204  -0.630  0.956
C  0.630  -1.422  0.266
C  0.448  -1.820  -1.081
C  -0.522  -1.267  -1.799
C  -1.551  -0.413  -1.164
H  0.006  -0.147  1.891
H  1.398  -1.927  0.771
H  1.333  -2.332  -1.378
H  -0.488  -1.318  -2.827
H  -2.534  -1.041  -1.059
H  -1.841  0.337  -1.905
Si  2.080  2.481  1.092
S  2.041  1.330  2.721
H  3.085  3.585  0.940
H  1.146  2.490  -0.118

=====

Formula: C19H32Ge2NO2Ti
Source: the Open Molecules 2025 dataset
Level of theory: wB97M-V/def2-TZVPD

As for the net charge: +2. As for the spin multiplicity: 2.

Cartesian coordinates (Å):
Ti  0.809  0.163  -0.180
C  -2.752  1.786  1.907
C  -1.784  0.893  1.107
Ge  -0.070  1.091  2.065
C  0.243  -0.132  3.523
C  -0.428  0.353  4.815
C  0.321  2.912  2.522
C  1.397  3.436  1.928
Ge  2.117  2.207  0.646
C  3.937  1.574  0.607
C  4.963  2.716  0.561
C  1.307  2.324  -1.240
C  1.394  3.798  -1.668
C  2.025  4.750  2.199
C  2.857  5.348  1.257
C  3.438  6.584  1.495
C  3.197  7.232  2.698
C  2.380  6.642  3.655
C  1.798  5.410  3.407
H  -3.747  1.706  1.468
H  -2.456  2.833  1.878
H  -2.825  1.481  2.951
H  -1.762  1.216  0.060
H  -2.081  -0.157  1.128
H  1.324  -0.212  3.639
H  -0.120  -1.118  3.230
H  -0.090  1.351  5.100
H  -0.183  -0.320  5.637
H  -1.516  0.376  4.733
H  -0.249  3.486  3.251
H  4.020  0.921  -0.262
H  4.069  0.958  1.497
H  4.865  3.329  -0.336
H  5.964  2.285  0.551
H  4.890  3.369  1.429
H  0.238  2.044  -1.237
H  1.830  1.684  -1.955
H  0.934  4.465  -0.941
H  0.889  3.924  -2.625
H  2.433  4.098  -1.800
H  3.048  4.859  0.308
H  4.078  7.039  0.750
H  3.650  8.195  2.894
H  2.205  7.140  4.599
H  1.178  4.952  4.168
N  -0.667  -1.045  -1.473
C  0.075  -2.187  -2.147
C  1.048  -2.874  -1.172
C  1.723  -1.726  -0.509
O  2.181  -0.745  -1.198
O  1.446  -1.411  0.714
H  -1.391  -1.445  -0.879
H  -1.165  -0.533  -2.195
H  0.628  -1.753  -2.974
H  -0.630  -2.916  -2.542
H  1.734  -3.521  -1.717
H  0.536  -3.459  -0.412

=====

Formula: C2H6N2O
Source: the Open Molecules 2025 dataset
Level of theory: wB97M-V/def2-TZVPD

For the energy above the lowest of the compared OMol25 structures with the same formula, charge and spin, the calculation gives 711.19 kJ/mol.

Cartesian coordinates (Å):
O  -2.334  0.647  -0.639
C  -1.234  0.729  0.033
N  -0.534  -0.526  0.171
C  0.977  -0.607  0.418
N  1.605  -0.560  -0.806
H  -1.431  1.152  1.069
H  -0.661  -1.066  -0.691
H  1.070  -1.647  0.746
H  1.209  0.054  1.261
H  -0.501  1.435  -0.444
H  1.834  0.388  -1.118

=====

Formula: C22H48Cl4F12N4O10
Source: the Open Molecules 2025 dataset
Level of theory: wB97M-V/def2-TZVPD

As for the net charge: +1. As for the spin multiplicity: 2.

Cartesian coordinates (Å):
N  0.211  3.626  1.422
H  1.114  4.046  1.255
H  -0.180  3.509  0.498
H  -0.366  4.231  1.989
H  0.251  2.661  1.718
N  -1.205  4.429  -2.241
H  -1.206  4.528  -3.247
H  -2.128  4.583  -1.860
H  -0.505  5.004  -1.795
H  -0.933  3.505  -1.937
N  -0.892  0.471  3.803
H  -0.391  0.573  2.932
H  -0.426  0.237  4.668
H  -1.771  0.059  3.524
H  -1.303  1.392  3.862
N  -3.024  2.100  1.095
H  -3.534  2.906  0.762
H  -2.248  2.064  0.449
H  -3.603  1.283  0.965
H  -2.662  2.383  1.995
O  0.675  0.765  1.621
C  0.177  0.203  0.428
C  -0.014  1.123  -0.799
O  -0.964  2.189  -0.818
H  -0.718  -0.339  0.737
H  0.767  -0.657  0.112
H  -0.200  0.531  -1.695
H  0.966  1.499  -1.092
C  2.762  -2.560  -1.287
C  3.448  -3.299  -2.473
O  2.923  -4.593  -2.699
C  3.634  -5.506  -3.541
O  4.660  -5.207  -4.201
C  3.087  -6.980  -3.363
F  3.075  -7.296  -2.085
F  1.838  -6.997  -3.753
F  3.796  -7.866  -3.995
H  2.789  -3.049  -0.314
H  1.817  -2.261  -1.741
H  3.310  -1.648  -1.048
H  4.537  -3.354  -2.449
H  3.213  -2.791  -3.408
C  3.888  1.386  0.146
C  3.734  2.628  -0.731
O  4.493  3.673  -0.155
C  3.909  4.425  0.838
O  2.763  4.254  1.316
C  4.905  5.414  1.461
F  6.175  5.291  1.073
F  4.534  6.644  1.044
F  4.802  5.352  2.822
H  3.379  0.494  -0.219
H  3.522  1.543  1.161
H  4.921  1.045  0.216
H  2.687  2.927  -0.788
H  4.037  2.449  -1.762
C  -2.189  -4.496  5.335
C  -3.475  -4.382  4.544
O  -3.304  -4.277  3.141
C  -2.785  -3.138  2.617
O  -2.632  -2.037  3.220
C  -2.494  -3.280  1.117
F  -2.779  -4.531  0.661
F  -3.120  -2.402  0.382
F  -1.120  -3.185  0.964
H  -1.517  -5.301  5.038
H  -2.311  -4.617  6.411
H  -1.606  -3.575  5.349
H  -3.997  -3.517  4.953
H  -4.105  -5.258  4.700
C  -3.360  -0.009  -3.381
C  -3.638  -0.104  -1.872
O  -4.976  0.280  -1.606
C  -5.493  0.379  -0.315
O  -4.706  0.235  0.615
C  -7.049  0.728  -0.165
F  -7.694  -0.384  0.170
F  -7.265  1.566  0.782
F  -7.555  1.185  -1.267
H  -4.053  -0.455  -4.095
H  -2.378  -0.471  -3.483
H  -3.279  1.050  -3.627
H  -2.945  0.540  -1.331
H  -3.418  -1.102  -1.492
Cl  4.237  -0.992  4.725
C  3.404  -0.893  3.204
C  2.336  -2.013  2.959
Cl  1.100  -2.079  4.205
H  4.205  -0.960  2.468
H  2.912  0.067  3.048
H  2.844  -2.976  3.005
H  1.850  -1.938  1.986
Cl  1.367  3.439  -6.739
C  1.206  2.766  -5.101
C  -0.155  1.970  -5.108
Cl  -1.534  3.050  -5.183
H  1.202  3.449  -4.252
H  2.046  2.093  -4.927
H  -0.175  1.370  -4.198
H  -0.126  1.188  -5.867

=====

Formula: C39H78B2I2N4O12S
Source: the Open Molecules 2025 dataset
Level of theory: wB97M-V/def2-TZVPD

Cartesian coordinates (Å):
C  -2.392  4.995  -2.840
O  -1.428  3.896  -2.978
B  -0.306  4.036  -1.979
O  0.198  5.457  -1.945
C  0.193  2.812  -1.025
C  -0.848  2.631  0.232
C  -2.390  3.098  -0.027
C  -3.276  2.490  1.256
C  -4.705  1.826  0.804
S  -6.060  2.979  1.470
C  -6.328  4.215  0.089
N  -6.713  3.574  -1.227
N  -6.833  4.683  -2.070
C  -6.529  6.002  -1.337
O  -6.229  5.689  0.092
N  1.340  3.475  -0.225
C  1.925  2.196  0.413
O  1.991  1.794  1.668
C  2.515  1.545  -1.014
C  3.229  0.194  -0.408
C  3.791  -0.891  -1.482
N  3.797  -2.340  -0.962
C  3.774  2.225  -1.774
I  4.591  1.740  -3.799
C  4.684  3.278  -1.155
C  4.566  3.857  0.357
I  6.422  4.174  -2.245
C  0.964  1.469  -1.677
C  1.138  1.441  -3.288
C  -0.113  1.314  -4.288
C  -0.140  -0.187  -5.024
C  0.209  -0.131  -6.626
O  0.699  -1.496  -7.007
C  2.183  -1.514  -6.814
C  3.059  -1.042  -8.152
O  2.794  -1.903  -5.686
C  0.430  -0.008  -1.211
B  -1.113  -0.450  -1.515
O  -1.365  -1.936  -1.544
O  -2.288  0.390  -1.756
H  -2.401  5.445  -1.749
H  -3.471  4.506  -2.984
H  -2.313  5.820  -3.681
H  0.325  5.663  -2.938
H  -0.863  1.532  0.699
H  -0.507  3.304  1.162
H  -2.864  2.812  -1.050
H  -2.435  4.280  0.128
H  -2.695  1.682  1.871
H  -3.510  3.377  1.996
H  -4.823  0.824  1.442
H  -4.802  1.594  -0.339
H  -6.558  7.076  -1.840
H  2.000  4.063  -0.766
H  4.200  0.607  0.159
H  2.635  -0.382  0.411
H  3.153  -0.941  -2.490
H  4.877  -0.578  -1.807
H  3.352  -2.964  -1.695
H  4.822  -2.617  -0.937
H  3.625  4.505  0.602
H  5.502  4.473  0.695
H  4.528  2.916  1.092
H  1.839  0.501  -3.519
H  1.672  2.470  -3.582
H  -0.009  2.094  -5.181
H  -1.185  1.460  -3.850
H  0.558  -0.966  -4.500
H  -1.244  -0.630  -4.939
H  -0.832  -0.020  -7.193
H  0.940  0.726  -6.946
H  3.528  -1.986  -8.691
H  2.325  -0.485  -8.899
H  3.861  -0.276  -7.763
H  1.069  -0.813  -1.819
H  0.526  -0.168  -0.030
H  -2.292  -2.096  -1.901
H  -3.036  0.185  -1.093
C  5.725  -8.068  0.394
C  6.051  -7.388  1.711
O  6.210  -5.974  1.598
C  5.078  -5.247  1.126
C  3.852  -5.394  2.008
H  6.501  -7.857  -0.350
H  5.655  -9.152  0.532
H  4.775  -7.722  -0.019
H  7.004  -7.779  2.084
H  5.303  -7.624  2.476
H  4.858  -5.522  0.090
H  5.372  -4.190  1.106
H  3.505  -6.429  2.055
H  3.029  -4.783  1.623
H  4.075  -5.077  3.033
C  -8.240  7.295  2.930
C  -8.647  7.450  1.476
O  -9.783  8.294  1.290
C  -9.651  9.640  1.739
C  -8.532  10.402  1.053
H  -9.074  6.901  3.522
H  -7.392  6.607  3.017
H  -7.945  8.247  3.375
H  -8.920  6.467  1.079
H  -7.809  7.805  0.865
H  -9.541  9.666  2.827
H  -10.603  10.138  1.516
H  -7.554  9.956  1.251
H  -8.504  11.439  1.404
H  -8.677  10.402  -0.033
C  9.426  -9.049  6.845
C  9.019  -8.894  5.391
O  7.883  -8.050  5.205
C  8.015  -6.704  5.654
C  9.134  -5.942  4.968
H  8.592  -9.443  7.437
H  10.274  -9.737  6.932
H  9.721  -8.097  7.291
H  8.746  -9.877  4.994
H  9.857  -8.539  4.780
H  8.125  -6.678  6.742
H  7.063  -6.206  5.431
H  10.112  -6.388  5.166
H  9.162  -4.905  5.319
H  8.989  -5.942  3.882
C  -4.216  -2.819  0.705
C  -4.592  -2.796  2.175
O  -5.929  -2.357  2.415
C  -6.965  -3.137  1.824
C  -6.980  -4.581  2.292
H  -4.349  -1.827  0.259
H  -3.171  -3.122  0.583
H  -4.835  -3.516  0.136
H  -3.935  -2.091  2.696
H  -4.426  -3.773  2.643
H  -6.910  -3.074  0.733
H  -7.913  -2.666  2.111
H  -6.060  -5.107  2.021
H  -7.819  -5.121  1.841
H  -7.075  -4.630  3.383

=====

Formula: C23H40N3O3
Source: the Open Molecules 2025 dataset
Level of theory: wB97M-V/def2-TZVPD

As for the net charge: +1. The SMILES is CCCCN[N+]1=C[C@@H](OC[C@@H](C)O)[C@H](CCCCO)[C@@]1(N)Cc1ccc(C)cc1.

Cartesian coordinates (Å):
C  -5.593  2.654  0.781
C  -6.093  1.096  0.888
C  -5.237  0.054  -0.098
C  -3.795  -0.208  0.704
N  -2.740  -0.866  -0.167
N  -1.510  -0.210  0.068
C  -0.993  -0.380  1.359
C  0.372  0.527  1.327
O  1.487  0.229  2.240
C  1.768  -1.212  2.333
C  3.142  -1.342  3.277
C  3.696  -2.880  3.410
O  4.159  -0.420  2.675
C  0.665  0.892  -0.247
C  1.500  2.278  -0.513
C  0.775  3.643  0.035
C  1.699  4.953  -0.439
C  3.257  4.865  0.065
O  4.124  4.155  -0.926
C  -0.773  0.634  -0.992
N  -1.697  1.793  -1.295
C  -0.554  -0.074  -2.492
C  0.170  -1.555  -2.397
C  -0.758  -2.886  -2.072
C  -0.035  -4.357  -1.935
C  1.586  -4.560  -2.120
C  2.175  -6.086  -1.916
C  2.555  -3.257  -2.492
C  1.791  -1.802  -2.614
H  -6.401  3.394  1.256
H  -5.267  2.991  -0.301
H  -4.636  2.766  1.465
H  -7.255  1.048  0.687
H  -5.889  0.739  1.984
H  -5.088  0.554  -1.145
H  -5.876  -0.940  -0.120
H  -3.481  0.861  1.112
H  -3.994  -0.961  1.602
H  -3.046  -0.714  -1.161
H  -1.499  -1.030  2.190
H  -0.015  1.568  1.767
H  1.955  -1.750  1.311
H  0.893  -1.731  2.956
H  2.841  -0.859  4.316
H  4.823  -2.793  3.792
H  3.633  -3.433  2.374
H  3.098  -3.434  4.262
H  4.628  -0.985  1.979
H  1.472  0.066  -0.532
H  1.845  2.422  -1.643
H  2.518  2.174  0.101
H  0.636  3.619  1.219
H  -0.295  3.847  -0.405
H  1.165  5.918  0.018
H  1.635  4.945  -1.630
H  3.274  4.196  1.039
H  3.730  5.937  0.232
H  4.304  3.215  -0.630
H  -1.270  2.474  -1.978
H  -2.530  1.389  -1.812
H  0.066  0.632  -3.226
H  -1.611  -0.206  -3.024
H  -1.911  -2.713  -1.942
H  -0.727  -5.277  -1.700
H  2.335  -6.217  -0.745
H  1.375  -6.878  -2.250
H  3.237  -6.234  -2.401
H  3.722  -3.413  -2.620
H  2.464  -0.867  -2.843

=====

Formula: C10H13NO
Source: the Open Molecules 2025 dataset
Level of theory: wB97M-V/def2-TZVPD

For the energy above the lowest of the compared OMol25 structures with the same formula, charge and spin, the calculation gives 41.44 kJ/mol. The SMILES is Cc1c[nH]c2ccccc12.CO.

Cartesian coordinates (Å):
C  -1.636  1.572  -2.724
C  -0.996  1.048  -1.515
C  -1.548  0.678  -0.342
N  -0.636  0.131  0.564
C  0.602  0.225  -0.064
C  1.879  -0.040  0.425
C  2.973  0.389  -0.296
C  2.811  0.955  -1.581
C  1.544  1.167  -2.069
C  0.429  0.795  -1.319
H  -1.836  0.744  -3.415
H  -1.019  2.327  -3.221
H  -2.593  2.082  -2.597
H  -2.585  0.647  -0.031
H  -0.901  -0.361  1.419
H  1.980  -0.747  1.243
H  3.921  0.174  0.182
H  3.656  1.373  -2.110
H  1.470  1.627  -3.049
C  -1.553  -2.695  3.520
O  -0.897  -1.542  2.939
H  -1.070  -2.927  4.471
H  -2.555  -2.365  3.782
H  -1.499  -3.524  2.817
H  0.059  -1.734  2.970

=====

Formula: C3H10N3
Source: the Open Molecules 2025 dataset
Level of theory: wB97M-V/def2-TZVPD

As for the net charge: +1. For the energy above the lowest of the compared OMol25 structures with the same formula, charge and spin, the calculation gives 397.82 kJ/mol.

Cartesian coordinates (Å):
C  -0.524  -2.885  0.153
C  0.166  -2.368  -0.788
C  -0.689  1.123  0.465
N  -0.385  2.342  0.158
N  0.278  0.153  0.514
N  0.851  2.672  -0.372
H  -0.404  -3.996  0.249
H  -1.306  -2.432  0.677
H  0.008  -1.313  -1.186
H  0.914  -2.908  -1.255
H  -1.585  0.892  0.793
H  -1.132  3.149  0.140
H  0.056  -0.848  0.547
H  1.148  0.466  0.198
H  1.046  3.673  -0.422
H  1.558  2.280  0.131

=====

Formula: C4H12O2
Source: the Open Molecules 2025 dataset
Level of theory: wB97M-V/def2-TZVPD

As for the net charge: -1. As for the spin multiplicity: 2. For the energy above the lowest of the compared OMol25 structures with the same formula, charge and spin, the calculation gives 192.07 kJ/mol.

Cartesian coordinates (Å):
C  1.348  1.103  -0.537
C  1.127  -0.142  -1.280
C  -0.155  -0.613  -1.090
C  -0.824  -1.664  -1.991
H  2.416  1.287  -0.438
H  1.072  2.018  -1.134
H  0.875  1.181  0.281
H  1.809  -0.657  -1.997
H  -0.791  -0.166  -0.342
H  -1.144  -2.497  -1.381
H  -1.569  -0.987  -2.482
H  -0.289  -2.113  -2.878
H  -0.710  2.045  1.920
H  -2.198  1.874  1.565
O  -1.391  2.521  1.449
H  0.617  -2.161  2.452
H  0.529  -1.022  3.173
O  0.192  -1.384  2.382

=====

Formula: C5H9N2
Source: the Open Molecules 2025 dataset
Level of theory: wB97M-V/def2-TZVPD

As for the net charge: +1. For the energy above the lowest of the compared OMol25 structures with the same formula, charge and spin, the calculation gives 223.33 kJ/mol. The SMILES is CC1=[NH+]C(N)=CC1.

Cartesian coordinates (Å):
C  -1.163  -1.881  0.824
C  -0.528  -0.760  0.132
N  0.323  0.105  0.699
C  0.785  1.206  -0.045
N  1.627  2.075  0.490
C  0.282  1.000  -1.264
C  -0.549  -0.264  -1.286
H  -0.512  -2.752  0.872
H  -2.122  -2.270  0.535
H  -1.266  -1.668  1.984
H  0.487  -0.072  1.626
H  2.060  2.617  -0.270
H  1.650  2.365  1.527
H  0.574  1.531  -2.249
H  -1.567  -0.059  -1.717
H  -0.079  -1.173  -1.857

=====

E (computed, eV): -26568.4568 -161938.5614 -7192.4166 -132716.5628 -100611.1836 -35088.9098 -14118.0050 -7734.1414 -8434.3140 -8303.4176